Entry A
ORCA calculation (ωB97M-V/def2-TZVPD) on a cluster of 2 separate species, C2H9OS in total.

Element x y z (Å)
O  1.273  2.308  -0.584
H  2.208  2.578  -0.635
H  0.889  2.858  0.083
H  1.201  0.348  -0.646
C  -1.069  0.296  -0.548
S  0.463  -0.637  -0.020
C  -0.155  -2.071  0.864
H  -1.777  -0.462  -0.862
H  -1.286  0.765  0.410
H  -0.869  1.064  -1.282
H  -1.236  -2.181  0.750
H  0.031  -1.867  1.907
H  0.328  -2.999  0.562

As for the net charge: +1. Its orbital gap is 0.3345 Eh.

Entry B
ORCA calculation (ωB97M-V/def2-TZVPD) on a structure of composition C2H9OS.

Element x y z (Å)
O  -1.259  -0.585  2.475
H  -1.147  -1.005  3.430
H  1.423  1.622  -3.838
H  -2.191  -0.856  2.340
C  -0.105  0.854  -0.217
C  0.520  -0.480  0.122
S  0.961  -1.451  -1.056
H  -1.179  0.677  -0.364
H  0.143  1.160  -1.205
H  -0.075  1.648  0.578
H  0.913  1.520  -3.212
H  0.578  -0.648  1.191
H  1.419  -2.454  -0.244

As for the net charge: +1. Its orbital gap is 0.3533 Eh.

Which is most stable, and by how much? entry B, by 0.0104 hartree.

Entry A
ORCA calculation (ωB97M-V/def2-TZVPD) on an isolated molecule of C3H8N2O.

Element x y z (Å)
N  -0.680  -0.976  -1.638
C  0.477  -1.291  -0.833
N  0.249  -1.086  0.597
C  0.626  0.225  1.112
C  -0.476  1.221  0.782
O  -0.279  2.240  0.183
H  -0.702  -0.038  -2.000
H  -1.525  -1.341  -1.234
H  1.306  -0.677  -1.191
H  0.703  -2.348  -0.945
H  0.573  -1.832  1.189
H  0.701  0.129  2.202
H  1.574  0.579  0.733
H  -1.447  0.829  1.137

The SMILES is NCNCC=O. Its orbital gap is 0.3692 Eh.

Entry B
ORCA calculation (ωB97M-V/def2-TZVPD) on a structure of composition C3H8N2O.

Element x y z (Å)
C  0.200  1.015  -1.013
C  0.235  -1.801  -0.206
N  0.581  0.761  0.293
C  -0.541  -0.565  0.163
N  0.091  1.718  1.228
O  -1.468  -0.489  0.948
H  0.656  1.581  2.062
H  -0.859  1.441  1.508
H  -0.402  1.905  -1.206
H  0.966  0.759  -1.743
H  -0.700  0.014  -1.185
H  -0.433  -2.488  -0.729
H  1.093  -1.585  -0.839
H  0.578  -2.268  0.719

Its orbital gap is 0.3382 Eh.

Entry C
ORCA calculation (ωB97M-V/def2-TZVPD) on an isolated molecule of C3H8N2O.

Element x y z (Å)
H  -0.765  -1.136  -2.004
N  -0.098  -0.901  -1.266
C  -0.617  -0.039  -0.466
N  -1.930  0.445  -0.700
C  0.157  0.568  0.675
C  1.473  -0.125  0.924
O  2.238  -0.209  -0.239
H  -2.477  0.842  0.056
H  -2.445  -0.327  -1.178
H  0.093  1.719  0.460
H  -0.460  0.575  1.649
H  2.074  0.293  1.802
H  1.168  -1.108  1.192
H  1.588  -0.597  -0.904

The SMILES is [H]/N=C(\N)CCO. Its orbital gap is 0.3804 Eh.

Which is most stable, and by how much? entry C, by 0.0106 hartree.

Entry A
ORCA calculation (ωB97M-V/def2-TZVPD) on the ion BrHNO2S with charge -1.

Element x y z (Å)
N  0.493  -0.629  0.123
O  1.767  -0.244  -0.427
O  0.106  0.304  -2.204
S  0.641  -0.894  -1.535
Br  -0.444  -2.604  -3.277
H  -0.028  0.245  0.031

As for the net charge: -1. Its orbital gap is 0.2934 Eh.

Entry B
ORCA calculation (ωB97M-V/def2-TZVPD) on a structure of composition BrHNO2S.

Element x y z (Å)
N  0.597  -0.582  0.356
O  -0.074  1.840  0.496
O  -1.506  0.027  -0.389
S  0.033  0.698  -0.394
Br  2.387  -1.025  -0.030
H  -1.437  -0.957  -0.039

As for the net charge: -1. Its orbital gap is 0.2713 Eh.

Which is most stable, and by how much? entry B, by 0.0208 hartree.

Entry A
ORCA calculation (ωB97M-V/def2-TZVPD) on an isolated molecule of C7H8N2.

Element x y z (Å)
C  1.451  -1.466  -0.467
C  0.029  -1.110  -0.578
C  -0.424  -0.837  -2.171
N  -0.381  -0.682  -3.296
N  -0.299  0.018  0.177
C  0.501  1.055  0.396
C  -0.059  1.986  1.180
C  -1.352  1.588  1.340
C  -1.565  0.392  0.729
H  2.031  -0.640  -0.074
H  1.874  -1.755  -1.339
H  1.586  -2.280  0.195
H  -0.612  -2.055  -0.226
H  1.501  1.056  -0.037
H  0.346  2.950  1.393
H  -2.153  2.072  1.970
H  -2.474  -0.293  0.808

The SMILES is C[C@H](C#N)n1cccc1. Its orbital gap is 0.3495 Eh.

Entry B
ORCA calculation (ωB97M-V/def2-TZVPD) on an isolated molecule of C7H8N2.

Element x y z (Å)
C  1.987  -1.198  -0.096
C  0.777  -0.615  -0.018
C  -0.609  -1.213  -0.075
C  -1.520  -0.084  0.599
C  -1.326  1.060  -0.372
C  -0.008  1.751  -0.027
C  1.043  0.893  0.099
N  2.602  0.917  0.207
N  3.010  -0.209  -0.004
H  2.418  -2.201  -0.299
H  -0.880  -1.446  -1.092
H  -0.635  -2.140  0.492
H  -2.542  -0.560  0.682
H  -1.079  -0.057  1.670
H  -1.246  0.566  -1.350
H  -2.146  1.789  -0.378
H  0.154  2.748  -0.041

The SMILES is C1=C2CCCC=C2N=N1. Its orbital gap is 0.3129 Eh.

Entry C
ORCA calculation (ωB97M-V/def2-TZVPD) on a cluster of 2 separate species, C7H8N2 in total.

Element x y z (Å)
C  1.447  1.606  -1.419
C  0.534  1.212  -2.362
C  -0.743  0.961  -1.615
N  -0.486  1.149  -0.235
C  0.688  1.534  -0.139
H  2.395  1.929  -1.481
H  0.574  1.296  -3.486
H  -0.964  -0.105  -1.915
H  -1.630  1.539  -1.957
H  1.230  1.804  0.836
C  -0.586  -2.453  1.114
C  -0.670  -1.472  1.992
C  0.168  -1.202  3.033
N  0.683  -0.822  3.961
H  0.297  -3.165  1.012
H  -1.333  -2.763  0.419
H  -1.603  -1.047  2.241

The SMILES is C1=CCN=C1.C=CC#N. Its orbital gap is 0.3792 Eh.

Which is most stable, and by how much? entry A, by 0.0343 hartree.

Entry A
ORCA calculation (ωB97M-V/def2-TZVPD) on an isolated molecule of C7H12N2O5S.

Element x y z (Å)
N  1.250  1.279  -3.324
C  0.552  1.352  -2.055
C  -0.933  1.364  -2.212
C  -1.594  1.773  -0.937
O  -1.353  2.852  -0.450
O  -2.322  0.804  -0.301
C  1.216  0.383  -0.931
O  2.379  0.539  -0.610
N  0.368  -0.535  -0.370
C  0.947  -1.340  0.667
C  1.203  -0.613  1.992
S  -0.242  0.180  2.756
C  0.005  -2.525  0.779
O  0.339  -3.658  0.664
O  -1.276  -2.118  0.998
H  1.223  0.333  -3.690
H  2.212  1.570  -3.129
H  0.786  2.381  -1.694
H  -1.292  0.386  -2.604
H  -1.199  2.128  -2.940
H  -2.483  1.150  0.603
H  -0.631  -0.686  -0.581
H  1.888  -1.724  0.301
H  1.547  -1.393  2.687
H  1.964  0.125  1.861
H  -0.688  -0.901  3.416
H  -1.283  -1.178  1.296

The SMILES is N[C@@H](CC(=O)O)C(=O)N[C@@H](CS)C(=O)O. Its orbital gap is 0.3644 Eh.

Entry B
ORCA calculation (ωB97M-V/def2-TZVPD) on a structure of composition C7H12N2O5S.

Element x y z (Å)
C  -1.530  1.667  0.216
C  -0.406  0.706  0.717
C  -2.637  0.871  -0.694
C  1.806  -0.320  0.144
C  3.117  0.398  -0.067
C  1.570  -1.522  -0.744
C  0.169  -1.857  -0.388
H  -0.926  3.698  -0.230
H  -1.647  2.853  -1.475
H  -2.160  1.838  1.173
H  -2.377  0.545  -1.765
H  -3.704  1.489  -0.766
H  -2.021  -0.624  1.203
H  0.276  0.743  -1.189
H  1.706  -0.480  1.173
H  1.609  -1.376  -1.883
H  2.216  -2.414  -0.663
H  -1.662  -1.232  -0.661
H  2.132  1.993  0.020
N  -0.956  2.739  -0.645
N  0.674  0.605  -0.105
O  -0.280  0.189  1.873
O  4.115  -0.399  0.108
O  -0.431  -2.661  0.440
O  -0.719  -1.222  -1.166
O  3.012  1.709  0.092
S  -3.099  -0.690  0.277

Its orbital gap is 0.3669 Eh.

Which is most stable, and by how much? entry A, by 0.1374 hartree.